The following is a DFT calculation (the ωB97M-V functional and the def2-TZVPD basis) of C18H15As5F30HgN3O6 as an isolated structure in a non-equilibrium geometry.

Last column: Löwdin charge in e.
CARTESIAN COORDINATES (ANGSTROEM)
Hg (1.05994, 14.26566, -45.84790)  1.32
As (0.89386, 18.29665, -45.16437)  0.82
F (2.61683, 18.45800, -44.88001)  -0.25
F (1.26403, 18.24337, -46.92140)  -0.27
F (-0.74146, 17.88495, -45.66607)  -0.27
F (0.66835, 18.17635, -43.42855)  -0.24
F (0.49052, 19.94450, -45.26996)  -0.24
F (1.19229, 16.50737, -45.12625)  -0.33
As (-2.16391, 14.78881, -43.70976)  0.83
F (-2.51381, 15.80632, -45.13539)  -0.28
F (-3.66771, 15.37699, -43.01328)  -0.29
F (-1.78470, 13.87665, -42.24068)  -0.26
F (-0.70008, 14.20280, -44.56052)  -0.33
F (-1.25496, 16.04946, -42.95399)  -0.23
F (-3.06314, 13.37331, -44.29085)  -0.28
As (1.61467, 10.56281, -44.29181)  0.83
F (0.81666, 11.23047, -42.82794)  -0.28
F (3.15488, 11.10756, -43.47086)  -0.29
F (2.54176, 10.01211, -45.72035)  -0.29
F (0.01854, 10.14249, -44.87822)  -0.27
F (1.52149, 12.05467, -45.17268)  -0.31
F (1.90635, 9.08168, -43.47257)  -0.27
As (5.08177, 13.83304, -45.94336)  0.85
F (5.47528, 15.33296, -45.11743)  -0.26
F (4.81756, 14.73801, -47.39611)  -0.24
F (4.71047, 12.28196, -46.76696)  -0.26
F (5.16642, 13.11230, -44.34254)  -0.24
F (3.29988, 13.98434, -45.51190)  -0.33
F (6.76878, 13.51663, -46.22416)  -0.27
As (2.31400, 14.78592, -41.75492)  0.82
F (3.09164, 15.38041, -40.25399)  -0.32
F (3.52339, 13.48098, -41.87440)  -0.28
F (1.53437, 14.11817, -43.26118)  -0.32
F (1.16338, 16.07704, -41.65323)  -0.26
F (3.41694, 15.83363, -42.59095)  -0.26
F (1.24060, 13.69865, -40.87940)  -0.27
C (5.56570, 19.06001, -49.00673)  -0.10
C (4.55704, 18.90095, -49.97246)  -0.09
C (3.40915, 18.19994, -49.67025)  -0.01
C (3.36723, 17.41401, -48.52596)  -0.16
C (4.36455, 17.62229, -47.59995)  0.01
C (5.45927, 18.46481, -47.77633)  -0.05
N (2.37538, 16.39703, -48.42097)  -0.31
O (1.58538, 16.28527, -49.34134)  0.07
O (2.39912, 15.61692, -47.48277)  -0.01
H (6.50413, 19.57277, -49.18875)  0.09
H (4.65028, 19.37425, -50.94037)  0.09
H (2.74335, 18.14411, -50.51905)  0.11
H (4.43839, 17.04353, -46.68513)  0.11
H (6.31604, 18.42692, -47.12057)  0.11
C (-5.05121, 14.65018, -49.74136)  -0.09
C (-4.85742, 13.59386, -48.81465)  -0.07
C (-3.61299, 13.47446, -48.22847)  0.02
C (-2.63438, 14.49670, -48.32951)  -0.10
C (-2.89461, 15.58092, -49.13758)  0.01
C (-4.09006, 15.62909, -49.83013)  -0.10
N (-1.34949, 14.44787, -47.61087)  -0.31
O (-1.13441, 13.43253, -46.96146)  0.04
O (-0.58867, 15.37265, -47.69909)  0.08
H (-5.99237, 14.63106, -50.27412)  0.09
H (-5.65177, 12.86137, -48.83129)  0.10
H (-3.47657, 12.60543, -47.59848)  0.12
H (-2.19158, 16.38276, -49.31418)  0.13
H (-4.39422, 16.47582, -50.43420)  0.10
C (4.74564, 10.37317, -50.99750)  -0.10
C (4.86535, 11.57626, -50.33591)  -0.07
C (3.91740, 12.00799, -49.44139)  0.01
C (2.77002, 11.23762, -49.21513)  -0.11
C (2.59980, 10.04667, -49.92042)  0.00
C (3.60545, 9.62236, -50.77517)  -0.10
N (1.77038, 11.72398, -48.26553)  -0.31
O (0.87607, 10.96861, -47.96801)  0.10
O (1.86097, 12.86375, -47.84605)  0.01
H (5.49657, 9.96762, -51.66159)  0.10
H (5.80483, 12.03304, -50.62502)  0.11
H (3.93832, 12.96957, -48.94488)  0.10
H (1.77233, 9.39591, -49.67470)  0.12
H (3.37983, 8.76836, -51.40296)  0.09

For the highest occupied orbital energy, the calculation gives -3.80 eV. As for the charge: -3. As for the frontier orbital gap: 8.53 eV. The LUMO energy is 4.73 eV.

The following is a DFT calculation (the ωB97M-V functional and the def2-TZVPD basis) of C18H15BCoF2GeO6S2 as an isolated structure in a non-equilibrium geometry.

Last column: natural (NBO) charge in e.
CARTESIAN COORDINATES (ANGSTROEM)
Co (-0.45534, -0.70032, -0.19446)  1.28
O (0.49870, 1.58118, 1.43239)  -0.92
S (1.01397, 0.33767, 2.22651)  2.41
O (2.26431, 0.67229, 2.80451)  -0.88
O (0.97407, -0.81590, 1.31594)  -1.00
C (-0.21584, 0.17007, 3.47030)  -0.29
C (0.35390, -0.21617, 4.68192)  -0.18
C (-0.46218, -0.45295, 5.77232)  -0.20
C (-1.83056, -0.29457, 5.65414)  -0.16
C (-2.39597, 0.09254, 4.44782)  -0.18
C (-1.60964, 0.32712, 3.33007)  -0.33
S (-2.52280, 0.81501, 1.85244)  2.44
O (-3.88319, 0.46796, 2.11192)  -0.94
O (-2.19833, 2.18047, 1.57535)  -0.94
O (-1.93799, -0.12437, 0.82266)  -1.13
H (1.42812, -0.31437, 4.76295)  0.25
H (-0.02042, -0.75050, 6.71432)  0.23
H (-2.47123, -0.48032, 6.50707)  0.23
H (-3.46609, 0.20983, 4.34307)  0.26
Ge (0.08364, -1.23497, -2.40847)  0.43
C (0.17065, 0.27989, -3.65996)  -0.40
C (1.23154, 1.18884, -3.63062)  -0.17
C (1.27912, 2.26204, -4.51378)  -0.23
C (0.25913, 2.44567, -5.43935)  -0.21
C (-0.80183, 1.55064, -5.48199)  -0.21
C (-0.84325, 0.47573, -4.59866)  -0.22
C (1.82909, -2.13189, -2.55042)  -0.40
C (2.75302, -2.16930, -1.50253)  -0.17
C (3.97654, -2.81905, -1.64738)  -0.23
C (4.29100, -3.44213, -2.84601)  -0.21
C (3.38344, -3.41148, -3.89998)  -0.20
C (2.16442, -2.76308, -3.75125)  -0.22
H (-0.86922, -2.19144, -3.16887)  -0.13
H (2.04266, 1.05160, -2.92033)  0.20
H (2.11466, 2.95300, -4.48267)  0.21
H (0.29205, 3.28315, -6.12680)  0.21
H (-1.59726, 1.68677, -6.20654)  0.21
H (-1.67361, -0.22199, -4.64601)  0.21
H (2.52902, -1.68287, -0.56011)  0.20
H (4.68256, -2.83625, -0.82389)  0.21
H (5.24098, -3.95104, -2.96145)  0.21
H (3.62797, -3.89423, -4.84008)  0.21
H (1.46530, -2.74300, -4.58193)  0.21
F (0.57872, 3.39737, -0.01812)  -0.45
B (1.07917, 2.24862, 0.35199)  1.45
F (2.15640, 1.74292, -0.22704)  -0.47

The expectation value of S² is 3.758. For the highest occupied orbital energy (spin up / spin down), the calculation gives -8.71 / -8.84 eV. The multiplicity is 4. As for the frontier orbital gap (spin up / spin down): 8.15 / 7.51 eV. The LUMO energy (spin up / spin down) is -0.57 / -1.32 eV.

Table of DFT total energy (eV), in record order: -425565.436; -153121.653
Table of ΔE to the lowest compared entry with this formula, charge and spin (eV), in record order: 0.000; 1.288